{
  "formula": "C2H5Br2N2",
  "method": "ωB97M-V/def2-TZVPD",
  "elements": ["C", "C", "N", "N", "Br", "Br", "H", "H", "H", "H", "H"],
  "coordinates": [[0.523, 0.235, -0.171], [-0.117, -1.008, 0.318], [3.381, -0.166, 0.558], [0.295, 1.515, -0.217], [4.087, -1.486, -0.297], [3.953, 1.524, 0.298], [0.692, -1.807, 0.386], [-0.782, -1.321, -0.505], [-0.575, -0.595, 1.220], [-0.551, 2.029, -0.167], [1.029, 2.127, -0.489]],
  "forces_ev_per_a": [[0.0, 1.8, 0.3], [1.5, 0.8, -1.5], [-2.2, 1.0, 1.7], [0.9, -3.0, -0.3], [1.3, -1.6, -1.4], [0.6, 0.7, -0.4], [-1.1, 1.0, 0.5], [-0.3, 0.0, 0.6], [-0.4, -1.1, 0.3], [-1.6, 0.0, 0.5], [1.3, 0.4, -0.4]],
  "nbo_charge": [0.67, -0.77, -0.67, -0.72, 0.41, 0.29, 0.31, 0.30, 0.29, 0.44, 0.44],
  "total_charge": 1,
  "molar_mass_g_mol": 216.88,
  "e_lumo_ha": [-0.2264, -0.1918],
  "e_homo_ev": [-12.8922, -13.3515],
  "spin_multiplicity": 1
}